C23H32N6O4SSb2V | the ωB97M-V functional and the def2-TZVPD basis

Geometry as XYZ:
```
69
Properties=species:S:1:pos:R:3:mulliken_spin:R:1
V 0.20656 0.02360 -0.26311 2.87
N 1.70176 0.79499 1.17521 0.02
N 2.95304 0.38085 0.66576 0.02
C 2.96460 -0.77023 -0.16602 0.00
O 4.04313 -1.25045 -0.44569 0.00
O 1.80431 -1.09841 -0.63677 -0.02
H 1.65570 1.81098 1.16561 0.00
H 1.54603 0.46960 2.13014 0.00
H 3.74297 0.44967 1.28934 0.00
C -3.60496 1.89280 0.41908 0.01
Sb -1.74601 1.41568 1.33251 -0.01
C -1.14049 3.40170 1.83435 0.00
C -2.37276 0.81290 3.31749 -0.01
C -1.17007 0.20030 3.97037 -0.02
C -0.16494 1.04119 4.45510 0.00
C 1.02373 0.54252 4.96442 0.00
C 1.22481 -0.83104 5.00156 0.00
C 0.22174 -1.67631 4.55604 0.00
C -0.98144 -1.19021 4.03972 0.02
C -2.01777 -2.16242 3.56975 0.00
Sb -2.01079 -2.47776 1.41092 0.02
C -2.87950 -4.44075 1.54009 0.01
C 0.01699 -3.18756 1.41095 0.05
H -4.19118 2.54738 1.06199 0.00
H -4.15994 0.97786 0.21769 0.00
H -3.39156 2.39318 -0.52477 0.00
H -1.90889 3.88604 2.43655 0.00
H -0.98898 3.94123 0.90256 0.00
H -0.20290 3.39033 2.38821 0.00
H -3.20986 0.12431 3.22796 0.00
H -2.71230 1.70687 3.84107 0.00
H -0.33135 2.11265 4.43887 0.00
H 1.77904 1.22003 5.34230 0.00
H 2.14536 -1.24216 5.39487 0.00
H 0.36830 -2.74919 4.60641 0.00
H -3.02355 -1.84757 3.85064 0.00
H -1.83979 -3.14379 4.01023 0.00
H -2.36689 -5.02233 2.30589 0.00
H -2.78101 -4.94742 0.58065 0.00
H -3.93808 -4.36940 1.78605 0.00
H 0.08504 -4.08733 2.02304 0.00
H 0.67328 -2.42964 1.84133 -0.02
H 0.36804 -3.40466 0.40398 0.01
N 4.40755 0.78125 -5.63004 0.00
C 3.37011 1.22714 -4.82738 0.00
C 3.49434 1.19289 -3.43451 0.00
C 2.47701 1.67127 -2.63672 0.06
C 1.31873 2.18169 -3.21361 -0.04
C 1.18569 2.22971 -4.59427 0.00
C 2.21117 1.76388 -5.39566 0.00
S -0.02437 2.63296 -2.18032 0.02
O -0.91746 3.47902 -2.91696 0.00
O 0.51552 3.11991 -0.92381 0.02
N -0.70795 1.22644 -1.75025 -0.02
C -0.98324 0.19675 -2.59323 -0.01
N -1.28321 0.30993 -3.88477 -0.01
C -1.48305 -0.83340 -4.53033 0.01
C -1.39313 -2.08266 -3.93227 0.00
C -1.06348 -2.09959 -2.58931 0.04
N -0.86866 -0.97615 -1.91662 -0.04
H 5.04937 0.13654 -5.19919 0.00
H 4.16184 0.52762 -6.57215 0.00
H 4.38601 0.77985 -2.97843 0.00
H 2.58734 1.65724 -1.56011 0.00
H 0.27687 2.62559 -5.02580 0.00
H 2.11699 1.80802 -6.47429 0.00
H -1.72541 -0.74407 -5.58417 0.00
H -1.55492 -2.99324 -4.48796 0.00
H -0.94311 -3.02660 -2.04017 0.00
```

As for the spin multiplicity: 4. The relative energy (zero: lowest compared OMol25 entry of this formula, charge and spin) is 0.0000 eV. The calculation puts the HOMO energy (alpha / beta) at -7.59 / -8.06 eV. The value obtained for the strongest force on any atom is 0.014 Eh/bohr. The value obtained for the gap between HOMO and LUMO (alpha / beta) is 8.0 / 8.3 eV.